(1)
Here is a 2-piece molecular cluster, C5H13NO2 overall in a non-equilibrium geometry from the Open Molecules 2025 dataset. Energies are from ωB97M-V/def2-TZVPD.

Results
SMILES = CCC[C@H](N)C=O.O
LUMO level = 0.8 eV
energy above the lowest of the compared OMol25 structures with the same formula, charge and spin = 50.8 kcal per mole
HOMO-LUMO gap = 0.39278 Eh

```
! wB97M-V def2-TZVPD RIJCOSX def2/J DEFGRID3
* xyz 0 1
O -1.8666 0.0255 -2.9559
C -1.4089 -0.6695 -2.0858
C -0.4654 -0.0448 -1.0517
C -1.2251 0.1511 0.3026
C -0.2452 0.1541 1.5160
C 0.7020 -1.0224 1.7055
N 0.1214 1.2114 -1.4659
H -1.4286 -1.7692 -2.1457
H 0.2269 -0.8575 -0.7125
H -2.0236 -0.5940 0.2212
H -1.6371 1.1672 0.3377
H 0.3902 1.0478 1.3792
H -0.8491 0.2711 2.4245
H 1.6689 -0.9214 2.1939
H 0.3250 -1.6322 2.5183
H 0.9595 -1.5120 0.7910
H -0.2051 1.4722 -2.3909
H -0.1944 1.9453 -0.8523
H 1.9379 0.5505 -0.5382
H 2.5370 0.7265 0.8284
O 2.6803 0.3004 -0.0194
*
```



(2)
Here is a 2-piece molecular cluster, C5H13NO2 overall in a non-equilibrium geometry from the Open Molecules 2025 dataset. Energies are from ωB97M-V/def2-TZVPD.

Results
SMILES = C=NCCCCO.O
LUMO level = 0.8 eV
energy above the lowest of the compared OMol25 structures with the same formula, charge and spin = 51.5 kcal per mole
HOMO-LUMO gap = 0.39565 Eh

```
! wB97M-V def2-TZVPD RIJCOSX def2/J DEFGRID3
* xyz 0 1
C 0.7673 1.7831 2.0346
O -0.3727 2.5822 1.7385
C 1.2643 1.0341 0.7874
C 0.1791 0.1178 0.1723
C 0.8091 -0.9412 -0.7552
C -0.5927 -0.9868 -2.6774
N -0.2008 -1.5141 -1.6214
H 1.5485 2.5051 2.2603
H 0.5219 1.1292 2.8572
H -0.9942 2.0681 1.1970
H 1.3479 1.8394 0.0585
H 2.1893 0.4902 0.9780
H -0.4128 -0.3992 0.9333
H -0.5342 0.6946 -0.4139
H 1.6516 -0.4662 -1.2667
H 1.2291 -1.7766 -0.1898
H -1.4609 -1.3956 -3.1893
H -0.1404 -0.0773 -3.0989
H -2.3101 -2.0405 -0.6706
H -1.8259 -2.3574 0.6705
O -2.6636 -2.2888 0.1958
*
```



(3)
Here is a 2-piece molecular cluster, C5H13NO2 overall in a non-equilibrium geometry from the Open Molecules 2025 dataset. Energies are from ωB97M-V/def2-TZVPD.

Results
SMILES = CCNC(=O)CC.O
LUMO level = 0.7 eV
energy above the lowest of the compared OMol25 structures with the same formula, charge and spin = 17.5 kcal per mole
HOMO-LUMO gap = 0.37433 Eh

```
! wB97M-V def2-TZVPD RIJCOSX def2/J DEFGRID3
* xyz 0 1
O 0.4435 1.4552 -1.4027
C 1.0354 0.8803 -0.4929
N 0.4103 0.3798 0.5977
C 3.1189 0.3698 -1.7351
C -1.5920 -0.1021 1.9646
C 2.5433 0.8348 -0.4469
C -1.0428 0.3381 0.6185
H 1.0620 -0.0824 1.2365
H 4.2074 0.5423 -1.7808
H 2.6489 0.8558 -2.6066
H 2.9320 -0.7156 -1.7943
H -2.6849 -0.0002 1.8562
H -1.2644 0.5131 2.8195
H -1.3568 -1.1579 2.1803
H 2.7975 1.8723 -0.1563
H 2.9782 0.1565 0.3122
H -1.3711 -0.3241 -0.2056
H -1.5469 1.3148 0.4866
O -4.2507 -2.2268 -0.8042
H -3.9124 -2.8928 -0.1638
H -5.1554 -2.0110 -0.4828
*
```



(4)
Here is a 2-piece molecular cluster, C5H13NO2 overall in a non-equilibrium geometry from the Open Molecules 2025 dataset. Energies are from ωB97M-V/def2-TZVPD.

Results
SMILES = CN[C@H](C)CC=O.O
LUMO level = 0.6 eV
energy above the lowest of the compared OMol25 structures with the same formula, charge and spin = 37.0 kcal per mole
HOMO-LUMO gap = 0.34924 Eh

```
! wB97M-V def2-TZVPD RIJCOSX def2/J DEFGRID3
* xyz 0 1
C 1.7919 -1.4606 0.7835
N 1.3239 -0.3744 -0.0836
C 0.1274 0.3086 0.4234
C -0.1137 1.4791 -0.5626
C -1.0306 2.5229 -0.0131
O -1.4440 2.5756 1.1185
C -1.1167 -0.5776 0.4687
H 1.8985 -1.0640 1.7894
H 2.8260 -1.6871 0.5012
H 1.2003 -2.3592 0.7430
H 1.1130 -0.7689 -0.9952
H 0.3342 0.7371 1.3945
H 0.8705 1.9334 -0.7231
H -0.4718 1.1000 -1.5109
H -1.3446 3.3300 -0.7118
H -1.2069 -1.2301 -0.3959
H -1.0508 -1.2090 1.3643
H -2.0240 0.0018 0.6173
H -0.1429 -2.9904 -0.8311
H 0.0905 -3.8460 -2.0884
O 0.2730 -2.9818 -1.7109
*
```